(1)
ORCA calculation (the ωB97M-V functional and the def2-TZVPD basis) on C11H24ClIN2O3PTb as an isolated structure in a non-equilibrium geometry.

2S+1 = 7
charge = +2
E_LUMO (spin up / spin down) = -0.32010 / -0.31884 Ha
highest occupied orbital energy (spin up / spin down) = -15.0 / -15.0 eV

Atoms and positions in Å:
1 Tb -0.885 0.769 -0.776
2 H 0.520 -0.929 4.807
3 C 0.609 1.622 4.547
4 C -2.236 0.593 -3.866
5 C -0.555 -0.958 4.597
6 N -0.797 -0.629 3.199
7 H 1.552 2.019 1.505
8 N 0.352 1.450 3.118
9 C 1.518 -2.604 -2.026
10 H -1.840 -2.371 3.187
11 H -3.112 2.436 -3.600
12 H 3.255 0.688 -1.856
13 H 0.050 2.987 1.686
14 H 0.553 -3.108 -2.141
15 H 3.603 -0.780 -2.839
16 H -1.133 -0.342 5.297
17 I -3.734 1.090 -0.959
18 C -1.374 -1.605 -1.357
19 H 0.972 0.540 -4.060
20 C 3.110 -0.388 -1.930
21 P 1.317 -0.785 -2.064
22 H 1.414 3.199 2.820
23 H -0.909 -1.987 4.704
24 C -0.306 0.433 2.548
25 O -2.090 -0.560 -3.696
26 C -1.399 -1.707 2.437
27 H -2.197 -1.341 1.777
28 H -0.662 -2.296 1.862
29 H 3.544 -0.849 -1.029
30 C -2.675 1.806 -4.407
31 H 1.929 -2.857 -1.040
32 H 2.207 -2.940 -2.810
33 O -1.658 -2.707 -1.575
34 H 1.261 2.496 4.640
35 Cl 0.530 2.602 -1.765
36 H -0.306 1.798 5.148
37 C 1.080 -0.534 -3.866
38 H 1.966 -0.920 -4.394
39 H -3.427 1.645 -5.202
40 H 0.178 -1.039 -4.231
41 O -0.493 0.475 1.269
42 H 1.190 0.781 4.954
43 C 0.864 2.481 2.220
44 H -1.786 2.329 -4.830

Löwdin population analysis, charges in e, atoms 1 to 6: Tb 0.685; H 0.096; C -0.016; C -0.121; C -0.019; N -0.096

***

(2)
ORCA calculation (the ωB97M-V functional and the def2-TZVPD basis) on an isolated ion of composition C11H24ClO2S and charge +1 in a non-equilibrium geometry.

charge = +1
E_LUMO = -0.14982 Ha
highest occupied orbital energy = -13.2 eV

Atoms and positions in Å:
1 C 0.970 0.097 2.980
2 C -3.110 0.916 -0.216
3 Cl -3.827 -0.884 1.983
4 H -4.058 1.644 1.782
5 C 2.080 1.147 2.385
6 O 1.100 1.752 0.028
7 H 2.329 -0.293 4.898
8 C -1.704 1.439 0.449
9 H 3.165 1.006 2.809
10 H 1.098 -0.988 -4.745
11 H 1.487 -1.975 -1.768
12 C -0.358 0.300 -2.130
13 H -0.082 0.660 2.966
14 H 0.649 0.662 -2.656
15 H 3.184 1.774 0.492
16 H -5.284 0.643 0.693
17 H -3.616 1.697 -0.932
18 H -1.743 1.156 1.608
19 S -0.160 0.601 -0.292
20 H 0.782 -1.481 4.624
21 H -1.262 0.921 -2.576
22 C 0.837 -2.123 -2.732
23 C 1.676 -1.788 -4.103
24 C 2.227 1.101 0.729
25 H 0.521 0.296 5.222
26 H -1.590 2.625 0.437
27 H 1.668 2.240 2.625
28 H 1.863 -2.773 -4.750
29 C 1.220 -0.376 4.530
30 H -1.153 -1.370 -3.565
31 O 3.048 -1.319 -3.717
32 H 2.495 0.029 0.318
33 C -4.168 0.713 1.062
34 H 2.947 -0.756 -2.894
35 C -0.556 -1.274 -2.549
36 H 0.562 -3.276 -2.783
37 H 0.880 -0.814 2.225
38 H -1.228 -1.805 -1.720
39 H -2.892 -0.125 -0.716

Löwdin population analysis, charges in e, atoms 1 to 6: C -0.272; C -0.255; Cl 0.465; H 0.105; C -0.171; O -0.393

***

(3)
ORCA calculation (the ωB97M-V functional and the def2-TZVPD basis) on C11H24F4FeOSi2 as an isolated structure in a non-equilibrium geometry.

2S+1 = 5
charge = +2
E_LUMO (spin up / spin down) = -0.43712 / -0.47400 Ha
highest occupied orbital energy (spin up / spin down) = -16.1 / -16.0 eV

Atoms and positions in Å:
1 H -2.516 2.212 -0.938
2 H -0.982 -0.271 1.980
3 H 0.064 3.771 -2.293
4 C -1.827 -0.972 1.575
5 O -0.876 0.067 -1.032
6 H 1.445 -4.399 1.022
7 C 0.733 1.812 -3.420
8 H -2.815 -0.728 2.198
9 H -1.036 3.030 1.314
10 H 1.237 2.557 -4.205
11 C -0.365 2.701 -2.589
12 H 1.702 -2.662 0.338
13 Fe -1.905 1.105 3.092
14 H 1.647 0.354 -1.768
15 C 0.150 -2.794 2.002
16 C -0.224 2.688 0.510
17 H 2.611 2.061 -2.005
18 H 0.345 1.436 2.335
19 H 2.711 0.685 -3.290
20 H 0.187 -3.083 -1.523
21 H 0.278 -4.882 -0.951
22 H 0.666 -1.743 2.233
23 H -1.271 2.916 -3.333
24 C 1.963 1.206 -2.519
25 H -1.202 -3.823 -0.466
26 C -0.045 -3.790 -0.592
27 F 2.243 2.862 3.072
28 Si -2.283 -0.749 -0.278
29 C 0.843 1.719 1.288
30 Si -1.090 1.811 -1.020
31 H -1.801 -2.611 3.143
32 H -3.526 -0.008 -0.494
33 F 3.310 1.300 1.585
34 C -1.454 -2.546 2.000
35 H 0.997 0.705 0.681
36 H -2.404 -2.052 -0.927
37 C 0.849 -3.416 0.697
38 C 2.287 2.410 1.641
39 H -2.108 -3.339 1.443
40 H 0.243 3.703 0.104
41 F 2.721 3.472 0.704
42 F 0.065 0.758 -4.256
43 H 0.434 -3.473 2.942

Löwdin population analysis, charges in e, atoms 1 to 6: H 0.005; H 0.004; H 0.116; C -0.328; O -0.410; H 0.134

***

(4)
ORCA calculation (the ωB97M-V functional and the def2-TZVPD basis) on C11H24N4O2 in the gas phase in a non-equilibrium geometry.

charge = 0
E_LUMO = 0.02292 Ha
highest occupied orbital energy = -8.2 eV
structure (SMILES) = CN(C)CCCCNCCCNC(=O)/C=N\O
ΔE to the lowest compared entry with this formula, charge and spin = 1351.24 kJ/mol

Atoms and positions in Å:
1 H 3.529 0.672 -1.898
2 H 3.878 2.315 -0.171
3 H -3.459 -2.559 0.573
4 C -1.697 2.556 0.815
5 C -3.490 -1.542 0.861
6 H 3.048 1.390 1.025
7 C 1.707 2.487 -0.692
8 H -2.682 1.238 2.040
9 H 1.428 -0.618 -1.018
10 C 3.081 1.685 -0.233
11 H 1.461 -3.407 0.939
12 H -2.447 3.231 0.683
13 H -4.716 -1.187 1.053
14 H -0.930 2.286 -1.251
15 H -3.503 -2.234 -1.773
16 H 1.641 2.212 -1.610
17 C -3.510 -1.041 -1.603
18 H -1.346 0.357 1.152
19 N 2.415 -0.496 -0.642
20 H -3.259 -0.685 -2.353
21 C -3.143 0.536 0.067
22 H -1.248 2.729 1.841
23 H -4.063 1.004 -0.097
24 N 0.631 2.281 0.295
25 N -0.005 -2.176 0.174
26 H -2.705 1.165 -0.750
27 C 2.410 -1.619 0.361
28 H -0.344 3.876 -0.325
29 H -2.894 -1.402 1.839
30 C 1.094 -2.406 0.575
31 H -1.341 -0.929 -0.778
32 H 1.969 3.295 -0.664
33 H 0.606 1.036 0.411
34 H -4.714 -1.065 -1.712
35 H 4.198 -0.119 -0.269
36 C -2.184 1.120 0.946
37 O -0.396 -1.081 -0.380
38 O 3.427 -1.955 0.733
39 C 3.327 0.303 -0.708
40 C -0.513 2.649 -0.157
41 N -2.847 -0.787 -0.339

Löwdin population analysis, charges in e, atoms 1 to 6: H 0.177; H 0.054; H 0.043; C -0.183; C -0.035; H 0.177